99
Properties=species:S:1:pos:R:3:forces:R:3 method="wB97M-V/def2-TZVPD" homo_ev="0.62 / -1.68" homo_lumo_gap_ev="2.75 / 5.05" e_above_lowest_kj_mol=212.7 total_charge=-2 spin_multiplicity=4
V 1.33190 -0.42491 0.38156 -2.64 0.45 -1.01
Se 5.18109 0.81352 1.07798 0.31 0.86 0.61
Sb 3.76689 0.39453 -2.09809 -0.10 0.01 -0.10
Se 3.67394 -0.73073 0.30931 2.23 -0.51 -0.43
Se 1.18817 0.73323 -1.61193 0.28 0.85 -1.02
Se 4.08265 -1.33329 -3.77714 -0.26 0.04 0.06
Cl -4.66027 -2.30612 -3.82740 -0.11 -0.02 0.09
C -2.93286 -2.16793 -3.64850 0.15 -0.05 0.00
C -2.09443 -3.04639 -4.31521 0.02 0.06 0.04
C -0.72967 -2.82646 -4.23001 -0.07 0.08 -0.04
C -0.27045 -1.72676 -3.51330 0.12 -0.07 -0.03
N -1.08146 -0.92985 -2.83263 -0.43 0.00 -0.08
C -2.38678 -1.15185 -2.87884 -0.04 -0.04 -0.17
H -2.50546 -3.86310 -4.89483 -0.01 0.00 0.02
H -0.02670 -3.47777 -4.73142 0.02 0.01 -0.01
H 0.78604 -1.47320 -3.49365 0.00 -0.09 0.13
H -3.01812 -0.47581 -2.30827 -0.05 -0.08 -0.01
C -5.55060 0.57918 -0.23320 0.18 -0.01 0.02
C -4.88973 1.94807 -0.38362 0.25 -0.01 0.17
C -5.76906 2.99352 0.29412 0.02 -0.02 0.00
C -4.80543 2.28611 -1.87039 0.13 -0.03 0.07
Sb -2.74943 1.64157 0.35770 -0.35 0.53 0.08
C -1.81460 3.62954 -0.19857 -0.35 -0.21 0.24
C -1.57781 3.60737 -1.70608 -0.05 -0.21 -0.02
C -0.45650 3.68488 0.48607 -0.03 -0.13 0.08
C -2.64967 4.84369 0.18705 0.01 -0.08 -0.06
C -3.02243 1.75823 2.61277 -0.11 0.14 -0.35
C -1.67279 2.08194 3.24202 0.06 -0.04 -0.18
C -3.41763 0.34765 3.03785 0.11 -0.03 -0.20
C -4.06350 2.75127 3.11726 0.05 -0.02 -0.05
H -6.55466 0.58763 -0.67789 -0.01 0.02 0.00
H -5.65042 0.30107 0.81903 -0.02 -0.06 -0.03
H -4.96698 -0.19459 -0.73799 -0.06 -0.07 0.01
H -6.67714 3.14560 -0.30661 -0.02 -0.02 -0.01
H -5.27399 3.95885 0.39023 -0.05 0.02 0.04
H -6.08858 2.67092 1.28271 -0.01 0.04 0.00
H -5.77726 2.11001 -2.34973 -0.02 0.00 0.02
H -4.06138 1.67569 -2.38759 -0.03 0.02 -0.09
H -4.55094 3.33670 -2.01569 0.02 0.00 -0.07
H -0.90826 2.78964 -1.98275 -0.01 -0.01 -0.03
H -1.09549 4.54318 -2.01294 0.02 0.06 0.01
H -2.50068 3.50255 -2.27782 0.06 0.05 0.01
H 0.09415 2.76161 0.30516 0.07 0.03 -0.03
H -0.53661 3.83783 1.56117 0.02 0.02 -0.01
H 0.14391 4.50532 0.07679 0.01 0.07 -0.07
H -3.59146 4.86947 -0.36485 0.01 0.05 0.04
H -2.10019 5.76221 -0.05564 0.03 0.05 -0.03
H -2.86699 4.86447 1.25657 -0.02 0.03 -0.01
H -0.86935 1.52715 2.75734 0.02 0.01 0.02
H -1.67446 1.79613 4.30083 -0.04 0.01 0.04
H -1.44108 3.14499 3.17965 0.01 0.03 0.05
H -2.61770 -0.35176 2.79345 -0.04 -0.08 0.01
H -4.33809 0.01418 2.54807 0.03 -0.04 0.07
H -3.57491 0.30874 4.12325 -0.01 0.02 0.00
H -3.95902 3.73238 2.65373 -0.07 0.04 0.04
H -3.94568 2.88098 4.20103 -0.01 -0.04 0.03
H -5.07529 2.38725 2.94031 0.02 0.05 0.03
I 1.29075 0.66106 5.98786 0.06 0.12 -0.35
C 1.73139 1.35642 4.04396 0.30 0.72 1.07
C 2.30345 2.62312 3.87143 -0.12 -0.41 -1.40
C 2.59059 2.99089 2.54276 -0.19 0.25 1.80
C 2.28293 2.14957 1.51133 -0.49 -1.75 -0.52
N 1.65568 0.93430 1.68993 1.06 2.81 3.19
C 1.42289 0.55737 2.98531 0.11 -0.04 -1.25
H 2.52267 3.27094 4.70683 0.03 -0.02 0.01
H 3.07315 3.93339 2.32495 0.01 -0.03 -0.01
H 2.51538 2.41483 0.49077 -0.11 -0.13 -0.06
H 0.95675 -0.41092 3.13430 -0.04 0.03 -0.08
C 2.13263 -4.57143 0.31506 -0.09 0.01 -0.15
O 2.25831 -3.21896 0.73561 0.14 0.11 -0.34
C 1.63021 -2.27237 -0.02968 -0.23 -3.41 -0.42
O 0.94148 -2.59013 -0.99277 0.70 0.15 0.06
H 3.03067 -5.09149 0.64425 -0.01 0.02 0.02
H 2.04226 -4.61419 -0.77096 0.01 -0.10 0.05
H 1.24937 -5.03290 0.77486 0.06 0.09 -0.03
O -0.73013 -1.02596 1.35246 0.66 2.04 -0.56
S -0.56981 -2.52341 1.33244 -2.08 -3.37 2.34
C -1.19296 -3.21561 2.87718 1.54 1.16 -2.05
C -0.27751 -4.01671 3.55744 0.64 -0.84 0.99
C -0.65350 -4.69825 4.70177 0.91 0.16 -0.78
C -1.95728 -4.60782 5.17098 -0.75 -0.19 0.77
C -2.87381 -3.81603 4.48733 0.00 0.12 -0.34
C -2.50306 -3.13116 3.34766 -1.39 0.19 0.40
C -1.92003 -3.15864 0.35437 0.39 0.67 -0.01
C -1.81251 -4.42199 -0.20479 0.07 -0.19 -0.27
C -2.92281 -5.00598 -0.78981 0.17 -0.08 0.07
C -4.14383 -4.34395 -0.78926 -0.26 0.17 -0.04
C -4.23732 -3.07025 -0.24265 -0.10 -0.13 -0.10
C -3.12118 -2.46293 0.30257 -0.13 0.14 0.08
H 0.73727 -4.10029 3.18448 0.05 0.03 0.01
H 0.06873 -5.30138 5.23736 0.11 -0.03 -0.05
H -2.25595 -5.14481 6.06192 -0.03 0.00 0.06
H -3.89145 -3.73992 4.85039 -0.08 0.02 -0.03
H -3.23352 -2.54900 2.80628 -0.07 0.06 0.09
H -0.85953 -4.93590 -0.19209 0.01 0.00 0.03
H -2.84384 -5.98849 -1.23811 0.04 -0.02 -0.02
H -5.01579 -4.80715 -1.23194 -0.03 -0.02 -0.02
H -5.18392 -2.54473 -0.24831 -0.05 0.02 -0.06
H -3.15802 -1.44996 0.68763 -0.02 -0.03 -0.02

=====

98
Properties=species:S:1:pos:R:3:forces:R:3 method="wB97M-V/def2-TZVPD" homo_ev=-8.82 homo_lumo_gap_ev=6.78 total_charge=+1
Lu 0.30840 -0.13743 0.74371 1.31 -0.23 2.77
C 1.25880 2.66385 4.22563 0.07 -1.66 -1.88
N 0.50203 3.40809 3.20262 -0.92 -0.32 -0.25
C 0.17639 4.75012 3.66703 0.42 0.81 -0.20
C -0.27783 2.76779 2.25163 1.12 -2.47 1.82
N -0.50106 1.36012 2.28468 0.30 2.87 -1.46
C -1.15801 0.77659 3.35870 -0.05 -1.74 0.64
C -1.56591 1.51273 4.47122 0.60 1.45 -1.76
C -2.25203 0.99973 5.52519 0.73 -1.06 0.25
C -2.41487 -0.38517 5.56682 -1.70 -0.71 0.80
C -2.17285 -1.18735 4.44261 1.22 1.50 -0.62
C -1.46531 -0.64381 3.31120 -1.34 0.12 1.08
N -1.18301 -1.46379 2.20318 -0.06 -0.04 0.05
C -1.81801 -2.66124 2.03346 -0.74 0.73 -0.87
N -3.07583 -2.66300 1.43302 0.02 0.02 0.66
C -4.10078 -3.74599 1.41976 0.22 -0.35 0.50
C -3.71278 -1.40970 1.03598 0.59 1.38 -0.53
N -1.21682 -3.84993 2.27180 -1.00 0.23 -1.59
C -0.10275 -3.89323 3.20805 0.29 -1.37 0.42
C -1.54729 -5.05918 1.44344 0.53 0.42 -0.41
N -0.71608 3.45177 1.21157 -0.71 0.86 -0.58
C -1.93491 3.08210 0.52947 -0.11 -2.21 -0.22
C -0.21997 4.75412 0.77481 0.27 0.07 -0.20
H 0.61805 2.32278 5.02380 -0.24 -0.01 0.34
H 2.04553 3.27599 4.64733 0.21 0.13 -0.30
H 1.63489 1.74412 3.68477 -0.03 1.00 0.97
H -0.36189 4.71079 4.61150 0.10 -0.08 0.26
H -0.43277 5.32835 2.98333 -0.16 -0.27 0.00
H 1.10765 5.33853 3.78129 -0.40 -0.39 0.18
H -1.30474 2.59514 4.40103 -0.71 -0.94 0.39
H -2.49493 1.69873 6.29134 -0.38 -0.11 0.81
H -2.88881 -0.84719 6.47548 0.44 0.46 -1.09
H -2.48707 -2.22596 4.38702 0.18 0.04 0.33
H -3.81344 -4.62269 2.02889 0.01 0.64 -0.46
H -4.30177 -4.08031 0.37255 0.02 0.31 0.83
H -5.02537 -3.37010 1.91050 0.52 -0.07 -0.59
H -3.07802 -0.49039 1.24859 -0.60 -1.44 -0.31
H -4.64619 -1.23959 1.57185 0.00 -0.23 0.19
H -3.97930 -1.44121 -0.05241 0.24 -0.05 0.81
H 0.42174 -2.94973 3.22136 0.16 0.18 -0.08
H 0.56963 -4.74529 2.98092 -0.23 0.70 -0.38
H -0.45785 -4.15753 4.20982 -0.16 0.37 -0.01
H -2.05470 -4.88453 0.46337 0.39 0.60 1.01
H -2.15283 -5.76422 1.97875 -0.19 -0.39 0.43
H -0.62045 -5.55548 1.16377 0.23 0.08 0.28
H -2.16765 2.03585 0.83071 -0.07 0.76 -0.09
H -1.76637 3.04443 -0.55112 -0.04 0.40 0.20
H -2.77745 3.70291 0.79941 -0.10 0.45 0.03
H 0.73673 4.90428 1.29969 -0.28 0.26 -0.80
H -0.94003 5.56004 1.03321 0.41 -0.41 -0.06
H -0.13791 4.70701 -0.33906 0.30 0.03 0.98
C 6.01720 -0.20429 -5.73003 0.12 1.05 -1.52
C 4.92876 0.05280 -4.75625 -0.59 0.00 2.41
C 4.21049 1.28355 -4.73333 -0.52 0.45 0.09
C 3.31436 1.62551 -3.71287 0.60 -1.37 0.18
C 3.09102 0.68179 -2.64060 0.08 1.58 -1.02
C 3.74857 -0.50561 -2.62216 1.80 -1.75 -1.25
C 4.69423 -0.83625 -3.66559 -1.60 1.61 -0.40
S 2.26724 1.11621 -1.14822 -0.65 -1.31 3.12
O 2.38986 -0.04699 -0.13074 0.19 1.59 -2.14
O 2.88044 2.32698 -0.67082 -0.16 -0.03 -0.58
N 0.65462 1.14430 -1.22418 0.98 1.33 -1.46
C 0.20475 1.95003 -2.33002 0.34 -1.90 -2.03
C 0.09560 1.29770 -3.64839 -0.43 0.91 2.47
C -0.37319 2.05318 -4.67772 -1.07 1.55 -0.45
C -0.76987 3.43059 -4.45360 0.71 -0.73 -0.06
C -0.70490 3.89953 -3.15367 0.33 -0.01 -1.04
N -0.09709 3.19987 -2.19339 -0.99 0.32 1.70
H 6.30171 -1.22858 -5.81229 -0.05 -0.88 0.06
H 6.95490 0.32823 -5.49134 -0.52 0.05 0.11
H 5.70905 0.14119 -6.75052 0.31 -0.26 0.77
H 4.31746 2.06875 -5.52144 0.22 -1.01 0.56
H 2.84623 2.60075 -3.79359 -0.12 -0.19 0.44
H 3.61881 -1.21782 -1.79715 0.00 0.46 -0.37
H 5.14126 -1.81140 -3.66289 0.37 -0.19 0.12
H 0.28009 0.23767 -3.66343 0.14 -0.21 -0.38
H -0.63552 1.62939 -5.64883 0.57 0.02 0.14
H -0.99292 4.10877 -5.29254 -0.42 -0.64 0.52
H -1.15640 4.84134 -2.82777 0.44 -0.02 -0.38
C 1.85060 -0.78998 2.52767 0.00 -0.24 -1.80
H 1.55325 -1.12450 3.51376 -0.08 0.01 0.29
H 2.38952 0.16330 2.58465 0.25 -0.09 0.22
H 2.57458 -1.51468 2.07282 -0.32 0.40 0.53
N -2.05179 -1.30770 -2.56602 -0.71 -0.13 0.02
C -1.77672 -0.79563 -1.34805 0.48 -0.20 -0.47
N -0.71903 -1.38270 -0.80053 -0.80 -0.92 -1.62
C -0.26105 -2.35008 -1.74396 -0.15 0.09 -0.28
C 0.94291 -3.15419 -1.76146 -1.58 0.87 -0.41
C 1.10599 -3.90547 -2.92556 0.21 -0.39 0.31
C 0.20693 -3.83466 -4.03022 -0.03 0.30 -0.77
C -0.93668 -3.05157 -4.04108 0.66 0.22 1.30
C -1.16644 -2.33700 -2.85719 1.17 0.53 0.92
H -2.84784 -1.00631 -3.11599 0.31 -0.19 0.00
H -2.37264 0.07741 -0.99757 0.80 -0.93 0.04
H 1.68906 -3.08763 -0.94532 -0.63 -0.27 -0.60
H 1.95061 -4.61808 -2.96121 -0.45 0.69 -0.24
H 0.43885 -4.25891 -5.02186 0.19 -0.33 0.94
H -1.56107 -2.91074 -4.90281 -0.10 -0.16 -0.28